Entry 1:
Here is one molecule with the formula C5H3F8N at a distorted geometry from the Open Molecules 2025 dataset. Energies are from wB97M-V/def2-TZVPD.

The calculated total energy comes out at -28458.4054 eV. For the gap between HOMO and LUMO (spin up / spin down), the calculation gives 6.222 / 8.908 eV. The expectation value of S² is 2.005. The LUMO energy (spin up / spin down) comes out at 0.67 / -2.34 eV.

ORCA input file:
```
! RIJCOSX wB97M-V def2-TZVPD def2/J DEFGRID3
* xyz 0 3
C 0.5130 0.2444 -0.6602
C 1.4965 -0.3139 0.3710
C 2.8014 -0.3069 0.1542
C -1.6198 1.3733 0.0479
C -1.4641 -1.1029 0.1743
N -0.9432 0.1855 -0.2559
F 3.6787 -0.8157 1.0052
F 3.4760 -0.0108 -0.8979
F -1.1979 2.2541 -0.8033
F -2.9518 1.2155 0.0026
F -1.3022 1.9636 1.2653
F -2.7159 -1.2369 -0.2622
F -0.7905 -2.0800 -0.3351
F -1.4491 -1.2089 1.4679
H 0.9016 1.2120 -0.8963
H 0.6364 -0.4816 -1.5528
H 0.9308 -0.8908 1.1754
*
```



Entry 2:
Here is a 2-piece molecular cluster, C2H7NO3 overall at a distorted geometry from the Open Molecules 2025 dataset. Energies are from wB97M-V/def2-TZVPD.

The calculated total energy comes out at -9820.2444 eV. The calculation puts the energy relative to the best compared isomer or geometry (same formula, charge and spin) at 0.716 eV. For the gap between HOMO and LUMO, the calculation gives 9.896 eV. The LUMO energy comes out at 0.59 eV. The SMILES is NCC(=O)O.O.

ORCA input file:
```
! RIJCOSX wB97M-V def2-TZVPD def2/J DEFGRID3
* xyz 0 1
N 1.4136 0.6835 0.2245
C 0.5316 0.9427 -0.9033
C -0.8543 0.3551 -0.8437
O -1.8931 0.8982 -1.1032
O -0.8348 -0.9266 -0.3892
H 1.0980 -0.1171 0.7793
H 1.3448 1.4807 0.8478
H 0.9365 0.4649 -1.8094
H 0.4067 1.9846 -1.1828
H -1.7119 -1.3059 -0.5528
O 0.9682 -1.4360 2.1752
H 1.7172 -1.0913 2.6712
H 1.2287 -2.2445 1.7241
*
```



Entry 3:
Here is a 4-piece molecular cluster, C32H79IN10O10P3S overall at a distorted geometry from the Open Molecules 2025 dataset. Energies are from wB97M-V/def2-TZVPD.

The calculated total energy comes out at -116632.0682 eV. For the gap between HOMO and LUMO, the calculation gives 4.300 eV. The LUMO energy comes out at -0.15 eV.

ORCA input file:
```
! RIJCOSX wB97M-V def2-TZVPD def2/J DEFGRID3
* xyz -1 1
C -1.3129 5.0961 -10.3755
C -2.1771 5.0110 -8.9822
N -1.2852 4.3421 -7.9906
C -1.6858 4.6570 -6.5655
C -3.2902 4.6585 -6.5434
O -3.9923 3.5740 -6.5219
O -4.0283 5.8479 -6.6023
C -0.9770 3.5428 -5.6569
O -1.4269 2.1806 -5.9002
C -0.9292 3.8986 -4.0593
C 0.2256 2.8503 -3.5428
C 0.6515 3.0057 -2.0204
O -0.1057 2.0300 -1.2307
C 0.3526 2.0121 0.1375
C -0.6708 1.3016 1.1640
C -2.2893 3.4680 -3.3690
C -3.0566 4.4497 -2.3900
C -3.5983 5.8305 -3.0319
I -2.0884 4.7566 -0.4158
C -0.3380 5.3510 -3.7903
O -0.9187 6.4611 -4.5150
S -0.8770 6.2810 -6.1687
O -1.5422 7.4891 -6.7655
O 0.5313 6.2328 -6.7345
H -0.3252 4.5184 -10.2747
H -1.9325 4.7245 -11.2751
H -1.0417 6.2066 -10.5404
H -2.4584 6.0859 -8.7368
H -3.1121 4.3880 -9.2680
H -1.3704 3.3339 -8.1761
H 0.1426 3.5440 -5.9682
H -0.8541 1.8060 -6.6027
H -0.0914 1.7600 -3.7671
H 1.1820 3.0100 -4.1814
H 1.7567 2.6510 -1.9383
H 0.6303 4.0592 -1.5847
H 1.3896 1.5256 0.2602
H 0.4546 3.1016 0.4819
H -1.2754 2.0782 1.7506
H -0.0467 0.7229 1.9325
H -1.4225 0.6028 0.6666
H -3.0451 3.1741 -4.2013
H -2.1071 2.4778 -2.7941
H -4.0260 3.8879 -2.0875
H -4.7321 5.9527 -2.8307
H -3.1075 6.7135 -2.4637
H -3.4028 5.9452 -4.1494
H 0.7826 5.3153 -4.1008
H -0.3076 5.6690 -2.6781
O 4.2536 2.3159 -6.3320
P 5.3003 2.9834 -5.4213
N 5.0712 4.5374 -6.1424
C 6.0330 5.6265 -6.2218
C 3.7381 5.1178 -5.9516
N 6.6123 2.1811 -6.2175
C 7.3677 2.8044 -7.2896
C 6.3763 0.7753 -6.5557
N 6.4792 3.7028 -4.2999
C 7.5773 2.8545 -3.7989
C 5.7755 4.1953 -3.0931
H 6.1423 6.1610 -5.2700
H 5.7150 6.3581 -6.9721
H 7.0226 5.3085 -6.5398
H 3.6642 5.6525 -4.9959
H 2.9549 4.3578 -5.9604
H 3.4968 5.8195 -6.7547
H 6.7145 3.1901 -8.0813
H 8.0724 2.1023 -7.7473
H 7.9986 3.6035 -6.8991
H 5.8079 0.6715 -7.4862
H 5.8300 0.2681 -5.7574
H 7.3264 0.2431 -6.6712
H 7.2050 1.9012 -3.4111
H 8.1264 3.3599 -2.9967
H 8.3245 2.6578 -4.5680
H 5.3389 3.3680 -2.5240
H 4.9658 4.8799 -3.3557
H 6.4538 4.7540 -2.4425
O -1.9596 -0.9898 3.8197
P -1.7835 -0.9615 5.3512
N -0.3305 -1.8960 5.2590
C 0.2207 -2.7762 6.2779
C 0.7835 -1.2413 4.5701
N -3.1155 -2.0376 5.5971
C -2.9403 -3.4748 5.7288
C -4.2955 -1.7754 4.7688
N -1.5646 -0.8890 7.1151
C -2.7661 -0.7999 7.9664
C -0.7439 0.2939 7.4631
H 0.7091 -2.2244 7.0908
H 0.9717 -3.4414 5.8378
H -0.5169 -3.4389 6.7224
H 1.3536 -0.5933 5.2483
H 0.4423 -0.6224 3.7385
H 1.4703 -1.9804 4.1459
H -2.3522 -3.8937 4.9036
H -3.9006 -3.9984 5.7562
H -2.4750 -3.7175 6.6844
H -4.1919 -2.2055 3.7668
H -4.4719 -0.7021 4.6687
H -5.1925 -2.1975 5.2335
H -3.4427 -0.0100 7.6265
H -2.4928 -0.5931 9.0071
H -3.3110 -1.7435 8.0028
H -1.2685 1.2244 7.2226
H 0.2023 0.2970 6.9172
H -0.4875 0.2961 8.5260
O -3.2110 -6.6486 6.5623
P -2.6876 -7.9681 7.1583
N -1.1006 -7.7345 6.5121
C -0.1239 -8.7588 6.1725
C -0.3806 -6.5755 7.0442
N -3.6083 -8.9223 6.0465
C -3.0448 -9.4321 4.8084
C -4.9711 -8.4481 5.7903
N -2.1299 -9.4749 7.9213
C -3.1063 -10.5635 8.1176
C -1.5916 -9.1768 9.2686
H 0.3729 -9.1757 7.0572
H 0.6558 -8.3395 5.5277
H -0.5429 -9.5861 5.6061
H 0.1374 -6.8168 7.9814
H -1.0497 -5.7375 7.2483
H 0.3618 -6.2126 6.3270
H -2.5698 -8.6403 4.2172
H -3.8082 -9.9064 4.1833
H -2.3301 -10.2299 5.0128
H -4.9882 -7.6455 5.0452
H -5.4351 -8.0793 6.7077
H -5.6013 -9.2670 5.4288
H -4.0214 -10.2020 8.5963
H -2.6840 -11.3589 8.7415
H -3.3658 -11.0530 7.1788
H -2.3789 -8.8162 9.9387
H -0.8156 -8.4092 9.2268
H -1.1271 -10.0619 9.7116
*
```



Entry 4:
Here is a 2-piece molecular cluster, C3H2BrClN2 overall at a distorted geometry from the Open Molecules 2025 dataset. Energies are from wB97M-V/def2-TZVPD.

The calculated total energy comes out at -88682.1225 eV. The calculation puts the energy relative to the best compared isomer or geometry (same formula, charge and spin) at 4.900 eV. For the gap between HOMO and LUMO (spin up / spin down), the calculation gives 8.611 / 8.611 eV. The LUMO energy (spin up / spin down) comes out at -0.11 / -0.11 eV.

ORCA input file:
```
! RIJCOSX wB97M-V def2-TZVPD def2/J DEFGRID3
* xyz 0 1
C 2.3924 -0.0214 -2.2948
C 1.9734 0.5482 -1.3287
C -1.0702 -1.2410 -2.3584
N -0.7308 -0.1021 -2.4995
N -0.8509 1.1030 -2.6636
Cl 1.4773 1.4386 -0.0229
Br -0.3039 -2.9163 -2.4205
H 2.9885 -0.7369 -2.7918
H -0.8389 1.7761 -1.9831
*
```



Entry 5:
Here is C30H29N12O2STi as an isolated structure from the Open Molecules 2025 dataset. Energies are from wB97M-V/def2-TZVPD.

The calculated total energy comes out at -87483.8352 eV. For the gap between HOMO and LUMO, the calculation gives 5.971 eV. The LUMO energy comes out at -9.62 eV.

ORCA input file:
```
! RIJCOSX wB97M-V def2-TZVPD def2/J DEFGRID3
* xyz 3 1
Ti 0.1730 -0.1428 0.7785
C 0.8187 -0.1857 5.2535
C 0.5529 0.1999 3.8364
N 1.0256 -0.4631 2.8356
N 1.8350 -1.5330 3.1381
C 2.5232 -2.1297 2.1427
N 3.4141 -3.0490 2.4613
S 2.2032 -1.6848 0.5424
C -0.2401 1.3847 3.4728
C -0.6251 2.3267 4.4063
C -1.2736 3.4818 3.9772
C -1.5060 3.6476 2.6286
C -1.0945 2.6533 1.7471
N -0.4790 1.5434 2.1506
H 1.8711 -0.0408 5.5177
H 0.2272 0.3894 5.9553
H 0.5613 -1.2386 5.3951
H 2.0734 -1.7075 4.1043
H 3.6401 -3.2999 3.4128
H 3.9232 -3.5209 1.7284
H -0.4153 2.1944 5.4565
H -1.5780 4.2375 4.6894
H -1.9960 4.5335 2.2492
H -1.2599 2.7577 0.6835
C -1.3886 -4.3659 -0.1736
C -0.9615 -3.2350 0.5026
N -0.5401 -2.1485 -0.1506
C -0.4850 -2.2324 -1.4871
C -0.9264 -3.3748 -2.1492
N -1.3930 -4.4290 -1.5006
C 0.1705 -1.1062 -2.1682
C 0.2230 -0.9445 -3.5384
C 0.9278 0.1296 -4.0829
C 1.5770 0.9874 -3.1957
C 1.4767 0.7743 -1.8366
N 0.7708 -0.2487 -1.3309
C 2.1128 1.6214 -0.8229
C 3.1043 2.5539 -1.1144
N 3.6961 3.2724 -0.1744
C 3.3096 3.0647 1.0781
C 2.3270 2.1404 1.3898
N 1.7187 1.4199 0.4445
C 0.9877 0.3461 -5.5411
C 1.0636 -0.7289 -6.4193
C 1.1250 -0.4644 -7.7805
N 1.0941 0.7655 -8.2833
C 1.0135 1.7900 -7.4408
C 0.9679 1.6350 -6.0621
H -1.7322 -5.2406 0.3646
H -0.9452 -3.2180 1.5818
H -0.8882 -3.4489 -3.2284
H -0.3004 -1.6266 -4.1928
H 2.1577 1.8135 -3.5796
H 3.4425 2.7132 -2.1301
H 3.7965 3.6465 1.8507
H 2.0338 1.9878 2.4167
H 1.1160 -1.7497 -6.0617
H 1.2007 -1.2750 -8.4950
H 0.9833 2.7769 -7.8864
H 0.8797 2.5027 -5.4203
C -4.0582 -1.3690 2.1811
C -2.8124 -0.7956 1.5985
N -1.6297 -0.9570 2.0811
O -1.4599 -1.7461 3.1984
C -2.8282 0.0785 0.4095
C -4.0298 0.7248 -0.1876
N -1.6235 0.3274 0.0330
O -1.1426 1.2513 -0.6989
H -4.0959 -1.2706 3.2689
H -4.1397 -2.4309 1.9262
H -4.9377 -0.8703 1.7826
H -2.3257 -2.0816 3.4904
H -4.7748 -0.0187 -0.4728
H -3.7373 1.2830 -1.0742
H -4.4949 1.4163 0.5189
*
```



Entry 6:
Here is one molecule with the formula C4H5NO at a distorted geometry from the Open Molecules 2025 dataset. Energies are from wB97M-V/def2-TZVPD.

The calculated total energy comes out at -7764.9503 eV. The calculation puts the energy relative to the best compared isomer or geometry (same formula, charge and spin) at 1.576 eV. For the gap between HOMO and LUMO, the calculation gives 11.830 eV. The LUMO energy comes out at 0.86 eV. The SMILES is N#CC[C@H]1CO1.

ORCA input file:
```
! RIJCOSX wB97M-V def2-TZVPD def2/J DEFGRID3
* xyz 0 1
N 2.8147 0.6730 -0.1253
C 1.8775 -0.0042 -0.1007
C 0.6792 -0.8499 -0.0853
C -0.5222 -0.1452 0.5230
C -1.2246 0.9059 -0.2088
O -1.7575 -0.4097 -0.1130
H 0.9041 -1.7694 0.4654
H 0.4313 -1.1330 -1.1138
H -0.5634 -0.1392 1.6123
H -1.7710 1.6700 0.3419
H -0.8681 1.2015 -1.1957
*
```



Entry 7:
Here is a 5-piece molecular cluster, C17H32BF5N4O19PS5 overall at a distorted geometry from the Open Molecules 2025 dataset. Energies are from wB97M-V/def2-TZVPD.

The calculated total energy comes out at -140732.7031 eV. For the gap between HOMO and LUMO, the calculation gives 9.094 eV. The LUMO energy comes out at -2.98 eV.

ORCA input file:
```
! RIJCOSX wB97M-V def2-TZVPD def2/J DEFGRID3
* xyz 1 1
C 2.0289 -0.5684 -0.1967
C 1.4485 -0.8078 1.1732
N 1.7689 -1.8203 1.8650
C 0.4868 0.1477 1.8514
N -0.6361 0.6496 1.0401
C -1.4987 -0.2933 0.5662
N -2.2730 -1.0458 1.2893
P -2.3786 -0.8458 3.0912
C -3.0928 0.8418 3.1442
O -3.6127 -1.7922 3.5285
N -1.4599 -0.3717 -0.8027
S -1.1908 -1.9291 -1.5054
C -0.8334 0.8213 -1.3434
C -1.8356 1.6050 -2.1924
F -2.9409 1.9420 -1.4985
F -1.1924 2.7235 -2.6220
C -2.3056 0.8369 -3.4589
F -2.8779 1.7117 -4.3185
F -1.2480 0.2587 -4.0746
F -3.2129 -0.1101 -3.1442
C -0.5108 1.6287 -0.0304
B 0.6560 2.7351 -0.0263
O 0.2881 4.0137 -0.3554
O 1.9660 2.4276 0.2239
H 1.7806 -1.3680 -0.8830
H 1.7726 0.3778 -0.6441
H 3.1079 -0.5689 -0.0956
H 2.4436 -2.3957 1.3668
H 0.0648 -0.4260 2.6686
H 1.0142 0.9539 2.3411
H -2.8010 -1.7552 0.7796
H -2.4070 1.5054 3.6505
H -4.0552 0.8328 3.6438
H -3.2466 1.2390 2.1463
H -4.4515 -1.5594 3.1147
H -0.8469 -2.6147 -0.4015
H -0.0112 0.5910 -2.0115
H -1.3977 2.2541 0.0608
H 0.3965 4.6048 0.3956
H 2.2192 2.6942 1.1150
C 0.7482 -2.3870 7.5888
C -0.1448 -2.6207 6.3876
O -0.6249 -1.3085 6.0565
S 0.4949 -0.2158 6.3902
O 1.1982 0.1049 5.2004
O -0.1010 0.7945 7.1820
O 1.4174 -1.1482 7.2966
H 0.1693 -2.2611 8.5049
H 1.4833 -3.1742 7.7251
H -0.9834 -3.2765 6.6006
H 0.4203 -3.0078 5.5373
C -5.2840 -4.1026 -2.2237
C -4.4780 -5.3846 -2.2087
O -3.6369 -5.2499 -1.0466
S -4.4173 -4.4471 0.0861
O -4.9853 -5.3516 1.0076
O -3.5747 -3.3812 0.5196
O -5.5705 -3.8493 -0.8360
H -4.7027 -3.2660 -2.6161
H -6.2137 -4.1944 -2.7764
H -3.8620 -5.5069 -3.0938
H -5.1123 -6.2620 -2.0774
C 0.7508 -0.2480 -6.7261
C 1.5630 0.7082 -5.8827
O 2.7416 -0.0327 -5.5499
S 3.1219 -1.0194 -6.7613
O 4.1113 -0.4116 -7.5672
O 3.2850 -2.3194 -6.2273
O 1.7164 -0.9290 -7.5316
H 0.2341 -0.9868 -6.1093
H 0.0323 0.2624 -7.3612
H 1.0461 1.0094 -4.9768
H 1.8534 1.5955 -6.4489
C 5.4630 4.4493 -0.7737
C 5.8690 5.8181 -0.2685
O 4.9628 6.0680 0.8202
S 4.6196 4.6993 1.5571
O 5.4353 4.5475 2.7002
O 3.2028 4.5887 1.6407
O 5.1489 3.7125 0.4198
H 4.5682 4.4982 -1.3966
H 6.2593 3.9463 -1.3138
H 5.7611 6.5948 -1.0188
H 6.8883 5.8206 0.1205
*
```



Entry 8:
Here is a 2-piece molecular cluster, CH8Si2 overall at a distorted geometry from the Open Molecules 2025 dataset. Energies are from wB97M-V/def2-TZVPD.

The calculated total energy comes out at -16916.4926 eV. The calculation puts the energy relative to the best compared isomer or geometry (same formula, charge and spin) at 4.535 eV. For the gap between HOMO and LUMO (spin up / spin down), the calculation gives 8.403 / 6.658 eV. The LUMO energy (spin up / spin down) comes out at -0.43 / -0.55 eV.

ORCA input file:
```
! RIJCOSX wB97M-V def2-TZVPD def2/J DEFGRID3
* xyz 0 1
C 0.7654 0.7901 -0.7798
Si 1.7841 -0.3495 0.2823
Si -2.3590 -0.1670 0.2907
H 0.7553 1.8984 -0.8859
H 0.2286 0.4947 -1.6530
H 2.7220 -1.3336 -0.1794
H 2.5629 0.3814 1.4149
H 0.5748 -1.1240 0.7324
H -3.2669 0.9699 -0.1374
H -1.6575 -0.8227 -0.8087
H -2.1096 -0.7377 1.7239
*
```



Question: What is the calculated total energy in the eighth record?
Answer: -16916.4926 eV